Entry 1:
Entry from the OMol25 dataset: an isolated molecule of C21H28N4O at a distorted geometry (ωB97M-V with the def2-TZVPD basis set).

The geometry in XYZ format:
```
54
Properties=species:S:1:pos:R:3:forces:R:3
C 4.885461 1.777546 1.133498 -0.15 0.23 -0.02
C 3.625280 2.333907 0.468139 0.12 -0.13 -0.08
C 3.782043 2.345731 -1.055318 0.01 0.16 0.25
C 2.399641 1.551499 0.873928 0.00 0.29 0.05
C 2.310226 0.179416 0.663797 -0.07 0.03 0.06
C 1.176197 -0.522148 1.007921 -0.02 0.00 0.01
C 0.075352 0.119829 1.584122 0.34 0.19 0.08
N -1.020582 -0.638741 1.939808 -0.14 -0.47 0.01
C -2.335148 -0.080903 2.170105 -0.21 0.27 -0.19
C -3.283028 -1.211667 2.612658 -0.09 0.15 0.07
C -4.683086 -1.021521 2.033851 0.20 -0.02 -0.04
C -4.623603 -1.059897 0.503712 -0.38 -0.27 -0.09
N -3.415738 -0.414863 0.018000 -0.09 -0.06 0.04
C -2.696106 -1.035885 -0.948510 -0.42 0.07 0.09
O -3.098627 -2.061445 -1.484477 0.24 -0.08 -0.15
C -1.397765 -0.463757 -1.363644 0.92 0.24 -0.45
N -0.991406 0.801579 -1.212433 -0.44 0.37 0.09
N 0.220826 0.894128 -1.764022 -0.14 -0.21 -0.06
C 0.615287 -0.286797 -2.263867 -0.59 -0.56 -0.04
C -0.400429 -1.187528 -2.040081 0.38 0.43 -0.10
C -0.046383 -2.537869 -2.555842 -0.11 -0.13 0.02
C 1.209405 -2.240753 -3.415420 0.02 -0.08 -0.02
C 1.788382 -0.877704 -2.953191 0.28 0.11 -0.03
C -2.902209 0.599967 0.899669 0.44 0.26 0.41
C 0.172092 1.491404 1.818378 -0.24 -0.19 0.07
C 1.313990 2.183826 1.463425 0.15 -0.05 -0.10
H 5.098530 0.771212 0.781988 0.05 -0.14 -0.03
H 4.757320 1.743478 2.213037 0.04 -0.04 0.10
H 5.742908 2.407516 0.905546 0.13 0.02 -0.02
H 3.494225 3.369101 0.803648 -0.04 -0.08 -0.01
H 2.925624 2.827721 -1.524074 -0.08 0.05 -0.10
H 4.677703 2.894163 -1.339523 0.09 0.05 -0.11
H 3.862456 1.332589 -1.442309 0.02 -0.15 -0.07
H 3.138572 -0.353232 0.219325 0.11 -0.08 -0.06
H 1.125161 -1.586725 0.824451 0.00 -0.13 -0.01
H -1.043268 -1.533439 1.468619 -0.02 0.04 0.09
H -2.248868 0.668787 2.963826 -0.07 -0.04 -0.02
H -2.892431 -2.166746 2.252883 0.05 -0.05 0.02
H -3.325057 -1.265105 3.700675 0.08 -0.08 -0.01
H -5.097632 -0.073124 2.379833 -0.06 0.00 0.05
H -5.342018 -1.815982 2.385566 -0.06 0.06 -0.01
H -4.605417 -2.090682 0.137987 -0.07 0.17 0.09
H -5.501699 -0.563114 0.073911 0.02 -0.11 0.00
H 0.720546 1.767292 -1.706563 -0.07 -0.11 0.05
H -0.851087 -2.986724 -3.135450 0.03 -0.08 0.03
H 0.186803 -3.214058 -1.729355 -0.02 -0.10 -0.02
H 1.948476 -3.036634 -3.337959 0.03 0.00 -0.08
H 0.911914 -2.161193 -4.461303 0.02 -0.01 -0.01
H 2.149407 -0.278310 -3.789700 0.08 -0.02 0.01
H 2.615041 -1.013775 -2.250857 0.09 0.03 -0.02
H -2.121787 1.163018 0.390078 -0.28 0.05 0.25
H -3.715805 1.281128 1.160493 0.02 0.04 -0.02
H -0.646121 2.026765 2.273168 -0.12 0.05 0.03
H 1.356427 3.248720 1.647854 0.02 0.11 0.02
```
Positions in Å, forces in eV/Å.

ΔE to the lowest compared entry with this formula, charge and spin	8.0	kcal per mole
charge	0
multiplicity	1
frontier orbital gap	8.48	eV
E_HOMO	-0.2818	hartree
SMILES	CC(C)c1ccc(N[C@@H]2CCCN(C(=O)c3n[nH]c4c3CCC4)C2)cc1

Entry 2:
Entry from the OMol25 dataset: an isolated molecule of C5H11NO2 (ωB97M-V with the def2-TZVPD basis set).

The geometry in XYZ format:
```
19
Properties=species:S:1:pos:R:3:forces:R:3
N -0.363486 0.867400 3.061782 -0.15 -0.22 0.57
C -0.436545 0.766427 1.702002 0.07 0.03 0.32
O -0.428444 1.743165 0.984104 0.00 0.20 -0.12
C -0.552704 -0.647603 1.174835 -0.23 -0.18 -0.19
C 0.270648 -0.880021 -0.091071 0.56 -0.32 0.06
C -0.346109 -0.292845 -1.357717 -0.23 -0.02 0.17
C 0.678420 -0.125629 -2.456232 0.00 0.26 0.20
O 1.640412 0.875570 -2.149476 0.19 -0.07 -0.10
H -0.451427 0.046832 3.644506 0.02 0.18 -0.25
H -0.506088 1.754136 3.527128 0.13 -0.08 -0.39
H -1.618239 -0.767966 0.962365 -0.09 -0.13 -0.07
H -0.316884 -1.374808 1.951221 0.13 0.01 0.03
H 1.270646 -0.469463 0.088876 -0.13 0.25 -0.21
H 0.476586 -1.952771 -0.261419 -0.38 0.26 0.22
H -0.810116 0.663308 -1.122103 0.02 0.15 -0.05
H -1.149709 -0.946504 -1.715617 0.03 -0.03 0.03
H 0.200788 0.072868 -3.420578 0.00 -0.01 0.00
H 1.240248 -1.050882 -2.523954 0.21 -0.17 -0.28
H 1.202003 1.718788 -1.998650 -0.15 -0.08 0.05
```
Positions in Å, forces in eV/Å.

ΔE to the lowest compared entry with this formula, charge and spin	7.7	kcal per mole
charge	0
multiplicity	1
frontier orbital gap	10.61	eV
E_HOMO	-0.3586	hartree
SMILES	NC(=O)CCCCO

Entry 3:
Entry from the OMol25 dataset: an isolated molecule of H3NO4 at a distorted geometry (ωB97M-V with the def2-TZVPD basis set).

The geometry in XYZ format:
```
8
Properties=species:S:1:pos:R:3:forces:R:3
O 1.230279 -0.876438 -0.427091 0.46 -0.49 -0.62
O 0.761830 -0.916230 0.906871 -0.87 1.23 0.80
N 0.038103 0.217247 1.239633 -2.63 -1.08 -1.26
O -1.118725 0.415001 0.334657 1.34 -1.00 2.90
O -0.610235 0.793813 -0.915273 1.46 1.27 -0.74
H 0.505500 -1.341594 -0.892410 0.45 0.37 0.21
H 0.510636 1.108271 1.264791 0.92 0.03 -0.81
H -1.317389 0.599929 -1.511179 -1.13 -0.33 -0.49
```
Positions in Å, forces in eV/Å.

ΔE to the lowest compared entry with this formula, charge and spin	44.3	kcal per mole
charge	0
multiplicity	1
frontier orbital gap	10.93	eV
E_HOMO	-0.3741	hartree
SMILES	OONOO

Entry 4:
Entry from the OMol25 dataset: a cluster of 2 separate species, FH3P2S2 in total at a distorted geometry (ωB97M-V with the def2-TZVPD basis set).

The geometry in XYZ format:
```
8
Properties=species:S:1:pos:R:3:forces:R:3
F -0.924977 0.360820 1.697608 0.33 0.01 -0.36
P -1.306209 0.508669 0.118457 0.11 0.00 0.84
P 2.394815 -0.314115 0.417887 0.26 -0.99 1.12
S 2.351183 1.209088 -0.776285 -0.06 1.16 -0.94
S 1.189677 -1.817920 -0.451340 -0.07 -0.28 -0.09
H -2.169361 1.592074 0.333814 -0.26 0.35 -0.19
H -2.370334 -0.399755 0.206565 -0.30 -0.26 -0.30
H 0.835209 -1.138864 -1.546702 -0.02 0.00 -0.08
```
Positions in Å, forces in eV/Å.

ΔE to the lowest compared entry with this formula, charge and spin	0.0	kcal per mole
charge	0
multiplicity	3
frontier orbital gap (alpha / beta)	7.72 / 6.69	eV
E_HOMO (alpha / beta)	-0.2645 / -0.3600	hartree

Entry 5:
Entry from the OMol25 dataset: an isolated molecule of C3H8N2O at a distorted geometry (ωB97M-V with the def2-TZVPD basis set).

The geometry in XYZ format:
```
14
Properties=species:S:1:pos:R:3:forces:R:3
H -0.852023 -2.655117 -0.875024 -0.21 0.36 0.05
N -1.147436 -1.785739 -0.422066 -0.22 0.71 -0.11
C -0.223838 -0.927652 -0.583251 1.16 -2.22 0.08
O 0.992997 -1.351023 -1.085195 0.20 -0.76 -1.03
N -0.072032 0.337415 -0.160309 1.96 0.68 0.98
C -1.250549 1.106793 0.196727 -0.02 0.68 0.38
C 1.293885 0.433049 0.770678 -2.84 1.35 -0.60
H 1.326456 -0.691821 -1.711962 -0.08 -0.03 0.32
H -2.201476 0.622468 -0.053086 0.55 -0.43 -0.02
H -1.252608 2.048962 -0.364168 0.13 0.00 0.25
H -1.285409 1.331563 1.267340 0.04 0.00 -0.04
H 2.266157 0.082899 0.423876 -0.77 -0.39 -0.70
H 1.011176 -0.061981 1.699557 0.18 0.10 0.04
H 1.394701 1.510186 0.896883 -0.08 -0.04 0.38
```
Positions in Å, forces in eV/Å.

ΔE to the lowest compared entry with this formula, charge and spin	50.5	kcal per mole
charge	0
multiplicity	1
frontier orbital gap	9.76	eV
E_HOMO	-0.3296	hartree
SMILES	[H]/N=C(\O)N(C)C

Entry 6:
Entry from the OMol25 dataset: the ion C17H21BrClFN4O5P with charge +1 at a distorted geometry (ωB97M-V with the def2-TZVPD basis set).

The geometry in XYZ format:
```
51
Properties=species:S:1:pos:R:3:forces:R:3
C 2.016738 0.092287 3.060342 -0.06 0.23 -0.02
C 3.144369 0.395923 2.091065 0.04 -0.27 0.19
Cl 3.122363 2.133801 1.653289 -0.04 0.19 -0.08
C 3.274309 -0.512838 0.874091 -0.21 -0.02 0.00
C 2.055130 -0.808337 -0.036169 0.43 0.21 0.11
C 2.523605 -1.074898 -1.485634 -0.14 -0.36 0.12
C 3.195385 -2.430657 -1.571815 -0.09 -0.15 -0.10
O 4.316384 -2.649025 -1.290134 0.30 0.00 0.18
Br 2.059081 -3.843010 -2.266798 -0.05 -0.02 -0.06
O 1.480930 -2.043512 0.366685 -0.07 0.10 0.17
C 0.227959 -2.085116 0.955721 -0.15 -0.04 -0.36
C -0.266176 -3.520460 0.912824 0.05 0.07 0.15
C -1.377919 -3.797601 1.886561 0.00 -0.37 0.02
O -1.622157 -4.788290 2.467262 -0.01 0.51 -0.18
F -2.170642 -2.672143 2.028419 -0.05 -0.12 0.06
N -0.655032 -1.194268 0.159249 -0.21 0.12 1.14
C -0.207666 0.091151 0.236668 0.39 -0.01 -0.35
N -1.089415 1.015908 0.564067 0.04 -0.27 -0.10
O -0.750449 2.332702 0.683403 -0.25 -0.06 0.19
C -1.555272 3.241596 -0.102581 0.22 0.30 -0.23
O -1.187126 4.360014 -0.076420 0.01 -0.12 0.05
C -2.694721 2.620938 -0.809118 -0.13 0.00 0.10
C -3.882852 2.414161 -0.114187 0.21 0.08 0.07
C -4.952845 1.828559 -0.764406 -0.06 0.00 0.15
C -4.825522 1.450243 -2.089905 -0.12 -0.08 -0.04
C -3.637900 1.659678 -2.771446 -0.20 -0.15 -0.09
C -2.560277 2.245810 -2.136637 0.13 0.10 -0.15
N 1.095062 0.354438 0.005932 -0.27 -0.35 -0.27
P 1.421525 1.653787 -1.171378 -0.10 0.57 -0.32
N 0.627872 1.488684 -2.489480 0.40 0.12 0.31
H 1.947511 -0.980607 3.232093 0.01 -0.08 0.06
H 2.213160 0.584106 4.009350 0.03 -0.03 0.09
H 1.061851 0.484516 2.714693 -0.09 -0.10 -0.12
H 4.076277 0.281361 2.638848 0.11 0.01 -0.07
H 3.572492 -1.486730 1.261955 0.12 -0.09 -0.10
H 4.097134 -0.158890 0.259584 0.11 0.08 -0.01
H 3.294734 -0.367376 -1.775208 -0.08 0.17 -0.16
H 1.676804 -1.071741 -2.163375 -0.07 0.19 -0.05
H 0.240744 -1.724313 1.989035 0.15 0.06 0.04
H -0.607352 -3.758940 -0.094423 0.00 -0.07 -0.08
H 0.553662 -4.187840 1.164689 0.08 -0.04 -0.07
H -1.585634 -1.269387 0.563027 -0.16 -0.14 -0.28
H -2.059629 0.770603 0.714234 -0.11 0.15 -0.03
H -3.962023 2.738023 0.915058 -0.09 0.02 0.08
H -5.877897 1.681045 -0.229129 -0.12 -0.04 -0.02
H -5.660362 0.989195 -2.595183 -0.07 -0.02 -0.06
H -3.562694 1.351960 -3.803075 0.08 0.03 -0.10
H -1.628499 2.397920 -2.663847 0.02 0.01 0.05
H 1.060425 2.756056 -0.424927 0.16 0.04 0.17
H 2.813639 1.662387 -1.177163 0.13 -0.14 0.14
H 1.210925 1.349110 -3.305708 -0.23 -0.20 -0.17
```
Positions in Å, forces in eV/Å.

charge	+1
multiplicity	1
frontier orbital gap	9.66	eV
E_HOMO	-0.4727	hartree
SMILES	C[C@H](Cl)C[C@@]1(CC(=O)Br)O[C@H](CC(=O)F)NC(NOC(=O)c2ccccc2)=[N+]1[PH2]=N

Entry 7:
Entry from the OMol25 dataset: a structure of composition C5H8OSe at a distorted geometry (ωB97M-V with the def2-TZVPD basis set).

The geometry in XYZ format:
```
15
Properties=species:S:1:pos:R:3:forces:R:3
C 1.626668 -1.201032 -0.038508 0.99 -1.35 -1.74
C -0.956340 0.475508 -0.796282 3.75 -0.99 -0.83
C -0.818973 -0.631896 0.203543 -1.01 -1.33 3.15
C -0.386991 1.729780 -0.156996 0.81 -2.01 0.02
C 0.640945 -0.628994 0.797712 -1.95 0.26 5.43
O 1.408416 -1.476678 -1.197741 0.45 -0.28 0.03
Se 1.284351 1.217947 0.879637 -0.90 0.94 -0.70
H 2.597158 -1.345521 0.441315 0.51 -0.10 -0.12
H -0.401272 0.179407 -1.768198 -0.59 0.55 1.66
H -1.918712 0.639145 -1.093508 -2.82 0.45 -0.54
H -1.706005 -0.667020 1.060020 2.50 0.60 -1.93
H -0.888857 -1.614922 -0.220756 -0.28 -0.45 -0.59
H -0.328744 2.446775 -0.914921 0.75 1.55 -0.65
H -1.038047 1.979603 0.616488 -1.11 0.99 1.16
H 0.886407 -1.102105 2.188199 -1.10 1.19 -4.36
```
Positions in Å, forces in eV/Å.

ΔE to the lowest compared entry with this formula, charge and spin	28.7	kcal per mole
charge	0
multiplicity	1
frontier orbital gap	9.12	eV
E_HOMO	-0.3175	hartree

For each record above, in turn, the calculated total energy values are -1111.3024; -402.3659; -357.2078; -1580.6813; -303.8116; -4730.7658; -2671.8857 Eh.